[1]
The following is a quantum chemistry calculation of one molecule with the formula C4H6O, from the Open Molecules 2025 dataset.

Atoms and positions in Å:
O  -1.38  2.08  -1.78
C  -1.27  1.12  -1.11
C  -1.15  0.06  -0.34
C  1.26  -0.58  0.19
C  -0.07  -0.04  0.73
H  1.63  0.06  -0.62
H  -1.81  -0.77  -0.55
H  1.13  -1.59  -0.21
H  2.02  -0.61  0.98
H  -0.44  -0.69  1.52
H  0.09  0.94  1.19

- LUMO: 0.85 eV
- DFT total energy: -231.217594 hartree
- SMILES string: CCC=C=O
- Kohn-Sham gap: 9.70 eV
- M: 70.1 g/mol

=====

[2]
The following is a quantum chemistry calculation of C29H43BrF25NNbO9P2 as an isolated structure at a distorted geometry, from the Open Molecules 2025 dataset.

Atoms and positions in Å:
C  -0.70  2.74  1.43
C  0.08  1.78  0.41
C  -0.69  0.47  -0.05
F  -1.99  0.98  -0.57
Nb  -1.10  -1.14  1.54
C  -2.48  -2.25  0.07
N  -2.06  -3.50  -0.53
C  -2.08  -4.74  0.23
C  0.15  -0.13  3.18
C  0.99  -0.99  4.20
O  2.23  -0.70  4.33
O  0.56  -1.96  5.14
C  1.59  -2.73  5.73
C  1.79  -4.24  5.22
O  2.32  -2.38  6.69
C  0.78  -2.21  0.85
Br  2.49  -1.09  1.07
C  0.88  -2.52  -0.74
C  1.15  -4.12  -0.89
P  -3.15  0.20  2.16
C  -4.62  0.13  1.05
C  -3.30  0.91  3.83
P  -1.85  -2.93  3.22
O  -0.83  -4.05  3.49
O  -3.40  -3.63  2.83
O  -2.30  -2.08  4.68
H  -1.11  2.22  2.36
H  -1.56  3.31  0.94
H  0.05  3.53  1.80
H  0.24  2.42  -0.55
H  1.16  1.59  0.78
H  -0.17  0.07  -0.99
H  -3.55  -2.40  0.51
H  -2.64  -1.48  -0.79
H  -2.39  -3.68  -1.49
H  -3.12  -5.06  0.64
H  -1.27  -4.72  1.03
H  -1.78  -5.61  -0.47
H  0.87  0.67  2.79
H  -0.58  0.48  3.84
H  2.40  -4.86  5.98
H  0.76  -4.76  5.24
H  2.25  -4.32  4.18
H  0.96  -3.12  1.51
H  -0.01  -2.15  -1.35
H  1.79  -2.04  -1.25
H  0.95  -4.70  0.05
H  2.27  -4.26  -1.13
H  0.59  -4.59  -1.77
H  -4.43  -0.22  -0.02
H  -5.46  -0.49  1.55
H  -5.08  1.19  0.94
H  -3.09  2.05  3.80
H  -4.38  0.86  4.25
H  -2.64  0.52  4.68
H  -4.00  -2.84  2.89
H  -2.85  -2.72  5.20
C  5.55  0.60  -0.77
C  5.80  -0.76  -1.44
C  7.26  -1.21  -1.52
F  8.02  -0.37  -2.25
F  7.34  -2.42  -2.14
F  5.21  -0.77  -2.66
F  5.13  -1.69  -0.70
O  5.37  1.74  -1.63
C  6.53  2.39  -2.10
C  6.70  2.29  -3.61
F  6.77  1.01  -4.03
F  7.85  2.89  -4.02
F  7.61  1.94  -1.42
F  6.39  3.69  -1.74
H  4.59  0.51  -0.25
H  6.27  0.81  0.03
H  7.70  -1.31  -0.53
H  5.87  2.77  -4.13
C  5.70  2.89  -9.78
C  5.49  1.41  -9.37
C  4.12  1.07  -8.78
F  3.86  1.74  -7.64
F  4.07  -0.25  -8.45
F  6.49  1.04  -8.53
F  5.65  0.66  -10.50
O  6.40  3.73  -8.85
C  5.64  4.33  -7.81
C  6.05  3.84  -6.42
F  5.92  2.50  -6.29
F  5.27  4.40  -5.47
F  4.32  4.16  -8.06
F  5.86  5.66  -7.91
H  6.36  2.86  -10.65
H  4.78  3.35  -10.13
H  3.32  1.27  -9.49
H  7.09  4.10  -6.21
C  -7.96  2.45  4.49
C  -7.54  1.22  3.67
C  -8.50  0.79  2.56
F  -9.72  0.45  3.03
F  -8.02  -0.31  1.92
F  -7.28  0.19  4.52
F  -6.35  1.53  3.08
O  -8.60  2.21  5.76
C  -9.99  1.98  5.76
C  -10.35  0.57  6.23
F  -9.78  -0.38  5.47
F  -11.69  0.37  6.17
F  -10.50  2.27  4.54
F  -10.52  2.89  6.61
H  -7.04  2.97  4.76
H  -8.52  3.18  3.89
H  -8.62  1.58  1.82
H  -10.02  0.41  7.27

- LUMO: 1.58 eV
- DFT total energy: -7672.917174 hartree
- Kohn-Sham gap: 6.33 eV
- Net charge: -1
- M: 1259.4 g/mol

=====

[3]
The following is a quantum chemistry calculation of C31H35InN4O7PTe as an isolated structure at a distorted geometry, from the Open Molecules 2025 dataset.

Atoms and positions in Å:
In  -14.03  17.31  5.58
C  -14.23  20.90  5.96
C  -14.74  20.55  7.35
C  -13.84  19.63  8.17
C  -13.29  20.05  9.35
C  -12.48  19.16  10.09
C  -12.08  18.02  9.46
C  -12.63  17.68  8.22
N  -13.51  18.47  7.61
N  -14.49  19.87  4.94
C  -13.60  20.13  3.83
C  -13.73  19.08  2.79
C  -13.67  19.44  1.48
C  -13.73  18.49  0.49
C  -13.90  17.15  0.91
C  -14.07  16.92  2.23
N  -13.97  17.84  3.16
C  -15.86  19.80  4.52
C  -16.73  18.97  5.43
C  -18.02  19.31  5.67
C  -18.88  18.51  6.45
C  -18.39  17.29  6.97
C  -17.05  16.99  6.66
N  -16.23  17.86  6.02
H  -13.19  20.98  6.14
H  -14.71  21.84  5.78
H  -15.74  20.19  7.42
H  -14.67  21.50  7.91
H  -13.46  21.08  9.70
H  -11.94  19.47  11.00
H  -11.44  17.31  9.97
H  -12.38  16.74  7.69
H  -12.53  20.17  4.28
H  -13.86  21.10  3.43
H  -13.57  20.49  1.31
H  -13.61  18.74  -0.56
H  -13.93  16.34  0.18
H  -14.38  15.94  2.59
H  -15.88  19.33  3.57
H  -16.35  20.79  4.36
H  -18.40  20.22  5.32
H  -19.86  18.87  6.77
H  -19.06  16.64  7.52
H  -16.57  16.10  7.12
O  -14.34  15.19  4.79
C  -14.12  14.70  5.94
O  -13.98  15.50  6.92
C  -13.91  13.22  6.13
C  -13.25  12.75  7.29
C  -13.19  11.38  7.45
C  -13.72  10.54  6.52
O  -13.71  9.14  6.44
C  -14.67  8.86  5.38
O  -14.64  10.03  4.49
C  -14.34  11.04  5.37
C  -14.41  12.36  5.09
H  -12.80  13.46  7.96
H  -12.63  10.96  8.33
H  -15.65  8.67  5.76
H  -14.27  7.98  4.92
H  -14.81  12.82  4.19
C  -9.41  17.06  1.53
C  -10.03  18.28  2.18
O  -11.02  17.93  3.19
P  -10.81  17.91  4.77
O  -12.07  17.26  5.37
Te  -10.21  20.01  5.72
O  -9.69  16.79  5.01
C  -9.40  16.55  6.42
C  -10.28  15.44  7.04
H  -8.86  17.35  0.66
H  -10.22  16.43  1.26
H  -8.79  16.53  2.24
H  -10.48  18.97  1.44
H  -9.19  18.86  2.67
H  -9.55  17.48  6.98
H  -8.37  16.15  6.39
H  -11.22  15.26  6.52
H  -10.45  15.66  8.10
H  -9.73  14.54  6.99

- LUMO: -2.84 eV
- DFT total energy: -2747.458880 hartree
- Kohn-Sham gap: 6.78 eV
- Net charge: +1
- M: 849.0 g/mol

=====

[4]
The following is a quantum chemistry calculation of one molecule with the formula C2H5NO at a distorted geometry, from the Open Molecules 2025 dataset.

Atoms and positions in Å:
C  0.37  0.36  0.37
C  -0.13  -0.88  0.86
N  -0.03  0.41  -1.10
O  -0.87  -0.43  -1.56
H  -0.08  1.21  0.87
H  1.55  0.49  0.26
H  0.64  -1.51  1.13
H  -1.17  -0.93  0.70
H  -0.26  1.28  -1.52

- LUMO (alpha / beta): 0.64 / 0.06 eV
- DFT total energy: -209.011929 hartree
- Kohn-Sham gap (alpha / beta): 9.32 / 8.64 eV
- M: 59.1 g/mol

=====

[5]
The following is a quantum chemistry calculation of a 10-piece molecular cluster, C13H46N4O10 overall at a distorted geometry, from the Open Molecules 2025 dataset.

Atoms and positions in Å:
C  -0.03  -1.34  -19.43
C  -1.09  -0.99  -18.38
O  -2.12  -1.90  -18.58
H  0.88  -0.78  -19.35
H  -0.23  -1.06  -20.49
H  0.18  -2.41  -19.35
H  -1.28  0.07  -18.48
H  -0.77  -1.17  -17.37
H  -2.53  -2.08  -17.72
C  -4.11  -2.94  -12.10
C  -4.95  -1.64  -12.16
O  -6.10  -1.58  -11.41
H  -3.93  -3.15  -11.10
H  -3.10  -2.76  -12.50
H  -4.50  -3.82  -12.62
H  -5.28  -1.46  -13.17
H  -4.31  -0.85  -11.74
H  -6.62  -2.31  -11.74
C  -3.74  3.14  -17.60
C  -4.43  1.83  -17.42
O  -3.58  0.76  -16.98
H  -3.32  3.56  -16.68
H  -4.43  3.90  -18.10
H  -2.91  3.02  -18.29
H  -4.83  1.61  -18.38
H  -5.28  1.87  -16.71
H  -2.80  1.13  -16.56
C  -0.25  -3.02  -13.94
O  -0.87  -4.06  -13.20
N  -0.19  -1.79  -13.59
N  0.55  -3.24  -14.90
H  -0.59  -1.57  -12.61
H  0.26  -1.08  -14.12
H  0.50  -4.21  -15.04
H  1.03  -2.56  -15.58
C  -5.31  -0.76  -19.76
O  -5.42  -1.10  -18.42
N  -6.32  -0.46  -20.48
N  -4.18  -0.77  -20.41
H  -7.18  -0.62  -19.89
H  -6.40  -0.24  -21.54
H  -3.32  -1.11  -19.93
H  -4.19  -0.54  -21.42
C  -2.94  -2.13  -15.32
O  -3.86  -2.07  -16.35
H  -1.95  -2.08  -15.62
H  -3.07  -3.00  -14.66
H  -3.05  -1.39  -14.56
H  -3.76  -1.19  -16.76
C  -1.48  1.17  -13.37
O  -1.90  1.20  -14.74
H  -2.26  0.58  -12.82
H  -1.35  2.12  -12.97
H  -0.52  0.70  -13.32
H  -1.36  1.88  -15.16
C  -6.86  -1.11  -15.73
O  -6.45  -2.46  -15.75
H  -5.97  -0.48  -15.92
H  -7.28  -0.80  -14.78
H  -7.70  -0.94  -16.37
H  -5.50  -2.50  -15.77
C  -4.80  1.42  -14.07
O  -4.71  2.01  -12.80
H  -5.79  1.47  -14.50
H  -4.57  0.32  -13.96
H  -4.13  2.02  -14.68
H  -3.83  2.39  -12.70
C  -2.38  -5.27  -16.05
O  -2.23  -5.62  -14.69
H  -3.33  -4.69  -16.17
H  -2.33  -6.15  -16.70
H  -1.63  -4.55  -16.34
H  -1.31  -5.78  -14.49

- LUMO: -0.31 eV
- DFT total energy: -1494.106152 hartree
- SMILES string: NC(N)=O.NC(N)=O.CCO.CCO.CCO.CO.CO.CO.CO.CO
- Kohn-Sham gap: 8.43 eV
- M: 418.5 g/mol

=====

[6]
The following is a quantum chemistry calculation of C23H24F10KN7O3P as an isolated structure at a distorted geometry, from the Open Molecules 2025 dataset.

Atoms and positions in Å:
K  -0.19  -1.04  1.59
C  -1.58  -0.16  -3.12
N  -0.88  -0.99  -2.17
C  -1.35  -2.37  -2.29
C  -0.77  -3.37  -1.30
N  -1.08  -2.99  0.06
C  -0.90  -3.89  1.02
C  -1.34  -3.59  2.34
F  -1.91  -2.37  2.55
C  -1.28  -4.45  3.42
F  -1.76  -4.07  4.61
C  -0.72  -5.71  3.28
F  -0.65  -6.56  4.32
C  -0.24  -6.05  2.03
F  0.34  -7.26  1.87
C  -0.31  -5.19  0.95
F  0.25  -5.64  -0.20
C  0.57  -0.85  -2.35
C  1.08  0.45  -1.71
N  1.90  0.26  -0.55
C  3.19  -0.06  -0.71
C  3.97  -0.33  0.46
F  3.36  -0.28  1.65
C  5.31  -0.65  0.44
F  5.96  -0.88  1.59
C  6.00  -0.75  -0.76
F  7.32  -1.05  -0.78
C  5.30  -0.52  -1.92
F  5.93  -0.62  -3.10
C  3.95  -0.19  -1.90
F  3.36  -0.03  -3.12
H  -1.46  -0.51  -4.16
H  -2.65  -0.14  -2.88
H  -1.19  0.87  -3.08
H  -2.44  -2.35  -2.14
H  -1.16  -2.75  -3.31
H  -1.22  -4.33  -1.58
H  0.30  -3.48  -1.48
H  1.06  -1.67  -1.83
H  0.84  -0.92  -3.42
H  1.53  1.11  -2.48
H  0.18  0.96  -1.36
O  -0.26  -0.02  4.62
N  -0.07  0.85  3.78
O  0.60  0.63  2.75
O  -0.60  2.01  3.91
C  -2.93  4.29  -0.24
N  -2.13  3.22  -0.99
C  -0.67  3.72  -1.09
N  -0.15  4.02  0.19
C  -0.97  5.01  0.86
N  -2.36  4.58  1.03
C  -2.47  3.46  1.99
P  -1.49  1.95  1.52
C  -2.21  1.92  -0.24
C  0.08  2.83  1.03
H  -3.95  3.91  -0.14
H  -2.92  5.18  -0.88
H  -2.50  3.11  -1.93
H  -0.71  4.61  -1.72
H  -0.10  2.93  -1.57
H  -0.97  5.94  0.28
H  -0.55  5.21  1.85
H  -3.53  3.19  2.09
H  -2.13  3.80  2.96
H  -3.27  1.65  -0.17
H  -1.71  1.14  -0.82
H  0.74  2.11  0.52
H  0.58  3.13  1.94

- LUMO: 1.13 eV
- DFT total energy: -3439.604291 hartree
- Kohn-Sham gap: 4.85 eV
- Net charge: -1
- M: 706.5 g/mol